(1)
{
  "formula": "C35H28Br2Cl2F10N4OPW",
  "method": "the ωB97M-V functional and the def2-TZVPD basis",
  "symbols": ["W", "C", "N", "C", "C", "N", "C", "C", "F", "C", "F", "C", "F", "C", "F", "C", "F", "C", "C", "N", "C", "C", "F", "C", "F", "C", "F", "C", "F", "C", "F", "H", "H", "H", "H", "H", "H", "H", "H", "H", "H", "H", "Br", "C", "Br", "H", "H", "Cl", "C", "C", "C", "Cl", "C", "C", "C", "C", "N", "C", "C", "O", "H", "H", "H", "H", "C", "P", "C", "C", "C", "C", "C", "C", "C", "H", "H", "H", "H", "H", "H", "H", "H", "H", "H", "H"],
  "xyz": [[-0.06546, 0.57985, -0.39682], [-1.20029, 1.98484, -2.94847], [-1.66643, 0.90003, -2.02517], [-1.85657, -0.38644, -2.80868], [-0.49667, -1.06279, -3.03022], [0.35411, -0.66330, -1.91428], [1.68209, -0.89930, -2.15979], [2.67220, -0.81648, -1.13725], [2.06962, -0.47350, 0.05357], [4.01115, -1.10306, -1.17123], [4.79203, -0.99788, -0.08201], [4.43588, -1.61719, -2.38389], [5.73811, -1.97535, -2.67767], [3.56745, -1.76830, -3.46673], [4.02449, -2.02288, -4.71540], [2.22591, -1.55348, -3.30272], [1.50110, -1.91780, -4.39044], [-3.04985, 1.19357, -1.40146], [-2.83324, 2.12232, -0.18882], [-1.58017, 1.62166, 0.40684], [-1.41349, 2.50181, 1.52168], [-0.75990, 3.71405, 1.31780], [-0.25226, 4.00869, 0.12648], [-0.93030, 4.69649, 2.28893], [-0.55786, 5.89858, 2.01696], [-1.49962, 4.41720, 3.53227], [-1.80515, 5.34760, 4.37601], [-1.94686, 3.15765, 3.79258], [-2.60954, 2.85303, 4.90644], [-1.95243, 2.25562, 2.74649], [-2.51370, 1.05225, 2.98235], [-1.89666, 1.99297, -3.77126], [-0.24285, 1.85130, -3.51884], [-1.13421, 3.02284, -2.46654], [-2.47551, -0.10644, -3.64832], [-2.36634, -1.11215, -2.26875], [-0.15178, -0.65635, -3.98213], [-0.67890, -2.15262, -3.13365], [-3.48042, 0.28816, -1.13199], [-3.65743, 1.71618, -2.13467], [-3.60250, 1.85700, 0.53031], [-2.70699, 3.21721, -0.39833], [1.56139, -7.18949, -0.40864], [2.88556, -6.65570, -1.66584], [2.38805, -4.88332, -2.38386], [2.89115, -7.40672, -2.46202], [3.82579, -6.65483, -1.26785], [3.61134, 3.37791, -2.07138], [3.20341, 3.07780, -0.46281], [3.93320, 3.77383, 0.55963], [3.74946, 3.48861, 1.86483], [4.74104, 4.25290, 3.00385], [2.76399, 2.49257, 2.27562], [2.40430, 2.26738, 3.62729], [1.30771, 1.42666, 3.88613], [0.59444, 0.90836, 2.72808], [0.96853, 1.11300, 1.49344], [1.98272, 1.99169, 1.25158], [2.17938, 2.29866, -0.07691], [1.24670, 1.75431, -0.96509], [4.74738, 4.49479, 0.21727], [3.00513, 2.66628, 4.44693], [0.86347, 1.18168, 4.77215], [-0.27254, 0.24708, 2.86876], [0.56290, -2.99728, 0.79372], [-0.50637, -1.54869, 1.01734], [-0.96618, -1.76188, 2.80997], [-2.05408, -1.93152, 0.25925], [-3.20901, -1.34013, 0.85405], [-4.43375, -1.82552, 0.48198], [-4.56295, -2.92173, -0.40073], [-3.42547, -3.42720, -1.01114], [-2.15873, -2.90017, -0.72604], [1.20543, -3.03364, -0.05255], [-0.03372, -3.94425, 0.82142], [1.22107, -3.01185, 1.67030], [-0.05686, -1.79649, 3.44464], [-1.49271, -2.71336, 2.81620], [-1.63128, -1.04474, 3.29974], [-3.11180, -0.61578, 1.56619], [-5.32297, -1.45845, 0.93464], [-5.58519, -3.33589, -0.65607], [-3.42294, -4.06540, -1.85922], [-1.28774, -3.31507, -1.23804]],
  "e_above_lowest_ev": 1.400,
  "total_charge": 3,
  "homo_ha": [-0.5976, -0.5976],
  "molar_mass_g_mol": 1156.1,
  "total_energy_ev": -248146.8763
}

(2)
{
  "formula": "C35H28BrN7O6S3V",
  "method": "the ωB97M-V functional and the def2-TZVPD basis",
  "symbols": ["V", "C", "O", "C", "C", "C", "Br", "C", "C", "C", "O", "C", "N", "C", "C", "C", "C", "C", "C", "N", "H", "H", "H", "H", "H", "H", "H", "H", "H", "H", "H", "S", "C", "C", "C", "C", "N", "C", "C", "C", "S", "C", "N", "H", "H", "O", "S", "O", "O", "C", "N", "C", "C", "C", "N", "C", "C", "C", "N", "C", "C", "H", "H", "H", "H", "H", "H", "C", "C", "C", "C", "O", "H", "H", "H", "H", "H", "H", "H", "H", "H"],
  "xyz": [[-0.59126, -0.51056, 2.38106], [-4.59847, -0.85407, 0.85559], [-3.30709, -0.18432, 1.04294], [-3.34807, 1.14329, 0.95722], [-4.49259, 1.94168, 0.73110], [-4.33557, 3.28445, 0.30003], [-5.81402, 4.31622, -0.23740], [-3.05180, 3.82327, 0.17696], [-1.89815, 3.08325, 0.56567], [-2.08120, 1.76399, 1.06773], [-1.10262, 1.14389, 1.69586], [-0.57608, 3.67902, 0.35057], [0.61368, 3.34165, 0.97184], [1.63691, 4.21360, 0.57203], [2.89055, 4.42195, 1.09677], [3.48575, 5.58340, 0.64316], [2.82092, 6.62350, -0.01239], [1.51309, 6.44149, -0.51059], [0.98039, 5.19823, -0.20281], [-0.33249, 4.78433, -0.41000], [-4.50380, -1.91848, 1.06990], [-4.96466, -0.82059, -0.19761], [-5.36602, -0.51982, 1.52664], [-5.44334, 1.41202, 0.86206], [-2.98150, 4.88071, -0.20344], [0.77976, 2.53027, 1.57718], [3.32451, 3.80762, 1.83017], [4.52437, 5.69153, 0.94813], [3.31696, 7.57024, -0.26710], [0.85472, 7.28447, -0.90147], [-1.08206, 5.31755, -0.81476], [1.60906, -0.10766, 2.84304], [2.39089, -1.46400, 2.12321], [3.79672, -1.63272, 2.19615], [4.30577, -2.86506, 1.86263], [5.71513, -3.04729, 1.56519], [6.84443, -3.23265, 1.36281], [3.42468, -3.91767, 1.49450], [2.02124, -3.70958, 1.21800], [1.51860, -2.43970, 1.48484], [-0.21641, -2.25166, 1.10838], [3.82702, -5.27278, 1.56434], [4.11736, -6.39636, 1.73736], [4.39012, -0.86557, 2.74459], [1.34979, -4.50850, 1.02611], [-1.78565, -3.88719, -9.16082], [-0.50968, -3.86374, -8.38245], [0.67740, -3.45641, -9.18971], [-0.31483, -5.00708, -7.47777], [-0.51393, -2.29373, -7.47013], [-1.03832, -1.25174, -8.09789], [-0.81028, -0.08280, -7.45977], [-0.15233, 0.03560, -6.26229], [0.25812, -1.17406, -5.66199], [-0.06852, -2.35706, -6.19795], [0.74648, -1.35537, -4.27223], [1.08339, -2.63116, -3.84142], [1.77431, -2.78561, -2.61135], [2.03177, -1.73182, -1.88541], [1.67406, -0.50952, -2.23997], [1.08036, -0.24708, -3.44671], [-1.18312, 0.74991, -8.10535], [0.06677, 0.99514, -5.87669], [0.80359, -3.56361, -4.32383], [2.09975, -3.78538, -2.29934], [1.96553, 0.25483, -1.54713], [1.00913, 0.79622, -3.75904], [-3.00363, -1.57545, 5.67402], [-1.53152, -1.28580, 5.19912], [-0.84204, -0.13083, 5.96222], [-0.58981, -2.48613, 5.26771], [-1.68837, -0.90566, 3.75787], [-3.10981, -1.96385, 6.70311], [-3.36329, -2.40814, 5.03631], [-3.69656, -0.74610, 5.57466], [-0.40063, -0.52265, 6.90994], [-1.57459, 0.63118, 6.30249], [0.00424, 0.36889, 5.43746], [-0.32937, -2.72117, 6.36287], [0.38777, -2.43352, 4.68003], [-1.12166, -3.43175, 4.90521]],
  "e_above_lowest_ev": 0.000,
  "total_charge": -1,
  "s2": 2.02,
  "spin_multiplicity": 3,
  "homo_ha": [-0.1926, -0.1926],
  "molar_mass_g_mol": 869.7,
  "total_energy_ev": -187702.1173
}

Number 2 is which compound?
C35H28BrN7O6S3V